# 1
Formula: C23H25F3FeNO
Source: OMol25
Level of theory: the ωB97M-V functional and the def2-TZVPD basis

Each line ends with the natural charge from an NBO analysis.
Cartesian coordinates (Å):
C  -2.244130  1.670071  2.153049  -0.3075
C  -1.353849  2.283842  1.235163  -0.2933
C  -1.281227  1.502566  0.063727  -0.3123
H  -0.916122  3.265608  1.346405  0.2048
C  -2.141264  0.356263  0.250079  -0.4573
C  -2.754465  0.475999  1.564247  -0.4094
H  -2.467772  -0.324934  -0.520927  0.2222
C  0.331434  -0.074577  4.065305  -0.3446
C  0.608566  1.289451  3.797402  -0.3019
C  1.252590  1.386959  2.534130  -0.2928
H  0.404586  2.135335  4.461725  0.2015
C  1.452019  0.072146  2.005102  -0.1889
C  0.930397  -0.865288  3.004298  -0.4737
H  -0.738671  1.750783  -0.849999  0.2142
H  -3.619594  -0.099124  1.891261  0.2344
H  -2.510550  2.035859  3.134030  0.2140
H  1.229377  -1.910609  3.064531  0.2479
H  1.641169  2.294748  2.063257  0.2053
H  -0.164045  -0.490866  4.946198  0.2164
Fe  -0.751950  -0.449284  1.761588  1.1325
C  2.128299  -0.350163  0.696020  -0.0325
C  3.020612  -1.584412  0.924682  -0.6192
C  2.904072  0.814696  0.080630  -0.5951
H  3.720150  -1.415666  1.752500  0.2104
H  3.611786  -1.807294  0.025889  0.1874
H  2.404381  -2.467984  1.134146  0.2515
H  3.712352  1.178691  0.718511  0.2086
H  2.256624  1.666026  -0.160051  0.2118
H  3.366474  0.494529  -0.859602  0.1920
C  0.986397  -0.635011  -0.333676  -0.5565
C  0.797173  -2.026638  -0.848536  0.7064
H  1.031371  0.067002  -1.172285  0.2398
H  -0.025797  -0.427473  0.137657  0.2295
O  0.698202  -2.933646  -0.020236  -0.5640
N  0.646973  -2.148376  -2.242976  -0.6851
C  -0.631975  -1.693120  -2.811928  -0.2342
H  0.847210  -3.103548  -2.538108  0.3832
C  -0.695126  -0.216566  -3.119732  -0.0230
C  -1.962559  0.353908  -3.264552  -0.2095
H  -2.837916  -0.293317  -3.173986  0.2137
C  -2.099437  1.713526  -3.540022  -0.1889
H  -3.096987  2.142597  -3.631835  0.2115
C  -0.960984  2.513092  -3.695989  -0.2278
H  -1.064187  3.569370  -3.947678  0.2091
C  0.313430  1.945309  -3.592002  -0.2133
H  1.217430  2.545426  -3.731703  0.2111
C  0.445264  0.571358  -3.330559  -0.2303
H  1.430334  0.093877  -3.275948  0.2316
H  -1.424841  -1.960562  -2.084375  0.2116
H  -0.824088  -2.257381  -3.743068  0.2108
F  -0.611020  -3.307207  2.091110  -0.3738
C  -1.539320  -2.321679  1.886374  0.5195
F  -2.253366  -2.641375  0.748265  -0.3987
F  -2.417427  -2.382936  2.952494  -0.3992

Forces on atoms 1 to 2 (eV/Å):
-0.1 -0.5 -0.7
-0.7 -0.1 -0.4

Values from the calculation:
**Net charge**: -1
**Spin multiplicity**: 5
**E_tot**: -70332.652 eV
**<S²>**: 6.028
**E_LUMO (spin up / spin down)**: 0.1038 / 0.1038 Ha

=====

# 2
Formula: C4H7N3
Source: OMol25
Level of theory: the ωB97M-V functional and the def2-TZVPD basis

Each line ends with the natural charge from an NBO analysis.
Cartesian coordinates (Å):
C  2.284422  -0.381502  -0.326681  -0.4277
N  1.304168  0.656964  -0.406441  -0.4604
C  0.625357  1.204161  0.453052  0.5430
N  -0.480155  1.801108  0.596646  -0.4808
C  -1.632615  1.251678  0.141996  -0.1342
C  -1.726916  -0.058792  -0.265270  -0.0176
N  -1.073446  -1.133312  0.308875  -0.8203
H  1.859764  -1.306642  -0.728081  0.2116
H  3.147963  -0.101274  -0.928462  0.2078
H  2.618841  -0.582424  0.695314  0.1883
H  -2.457971  1.941802  0.015450  0.2092
H  -2.641779  -0.340760  -0.766918  0.1950
H  -1.491112  -2.046341  0.247576  0.3992
H  -0.336521  -0.904666  0.962943  0.3869

Forces on atoms 1 to 2 (eV/Å):
0.4 -0.3 0.3
1.0 0.4 0.4

Values from the calculation:
**Net charge**: 0
**E_tot**: -8728.999 eV
**SMILES**: CN=C=N/C=C\N
**E_LUMO (spin up / spin down)**: 0.0127 / 0.0127 Ha

=====

# 3
Formula: C8H24ClInO7PS
Source: OMol25
Level of theory: the ωB97M-V functional and the def2-TZVPD basis

Each line ends with the Löwdin charge.
Cartesian coordinates (Å):
O  1.400084  1.210996  1.027706  -0.4330
In  1.978972  -0.674936  0.526444  0.2123
Cl  0.413892  -1.488966  -1.096530  -0.1330
P  4.224620  -0.479504  -0.722466  0.0356
O  5.216967  0.342377  0.296092  -0.3344
O  5.002394  -1.929711  -0.800820  -0.3274
S  4.208261  0.302753  -2.501881  0.1209
H  2.073730  1.844476  0.760773  -0.0412
H  2.027743  -1.759640  1.878461  -0.1024
H  6.052642  0.529388  -0.154645  0.0430
H  4.985529  -2.369831  0.060325  0.0433
C  -2.892489  -3.237534  -3.075084  -0.1178
O  -2.007907  -2.459611  -3.848998  -0.2001
C  -1.678245  -3.015784  -5.102156  -0.2093
C  -2.401256  -2.316418  -6.234227  -0.2067
O  -3.807685  -2.497515  -6.172087  -0.1927
C  -4.486941  -1.411930  -5.572967  -0.1173
H  -3.170588  -2.635151  -2.212132  0.0905
H  -3.791312  -3.513224  -3.637153  0.0816
H  -2.402768  -4.149617  -2.715736  0.0891
H  -1.906693  -4.088208  -5.123743  0.1247
H  -0.600093  -2.895842  -5.247753  0.1297
H  -2.057576  -2.726155  -7.188470  0.1211
H  -2.155187  -1.248686  -6.213459  0.1264
H  -4.469133  -0.529761  -6.223775  0.0857
H  -4.050621  -1.144629  -4.607887  0.0841
H  -5.521778  -1.720291  -5.428328  0.0855
C  1.367491  4.548208  5.245466  -0.1315
O  0.278054  4.110125  4.467229  -0.1946
C  0.617272  3.057264  3.564093  -0.1987
C  0.217138  1.696308  4.084246  -0.1916
O  0.918024  1.351472  5.276383  -0.1857
C  0.162629  1.547133  6.447145  -0.1334
H  0.976226  5.231380  5.999968  0.0832
H  1.874260  3.715898  5.742579  0.0815
H  2.102718  5.085753  4.633960  0.0857
H  1.692617  3.065418  3.360645  0.1236
H  0.101260  3.235803  2.619788  0.1240
H  0.458702  0.971914  3.306125  0.1037
H  -0.862959  1.670441  4.271121  0.1262
H  -0.653836  0.817640  6.521832  0.0849
H  -0.266803  2.552988  6.494303  0.0805
H  0.832643  1.405208  7.295615  0.0843

Forces on atoms 1 to 2 (eV/Å):
0.1 0.1 0.1
0.0 -0.1 0.1

Values from the calculation:
**Net charge**: -1
**E_tot**: -60840.887 eV
**E_LUMO**: 0.1030 Ha